The following is a quantum chemistry calculation of a 8-piece molecular cluster, C45H69N2O26 overall at a distorted geometry, from the Open Molecules 2025 dataset.

Structure (ORCA input):
```
! RIJCOSX wB97M-V def2-TZVPD def2/J DEFGRID3
* xyz -1 1
C -2.50189 -1.26683 5.36966
C -1.25555 -1.27730 4.30422
O -1.64121 -1.13226 2.89156
C -2.10972 0.22831 2.57667
C -0.86480 1.33730 2.44502
O -0.92883 2.22124 3.61946
C -0.30934 3.54925 3.32876
C 1.33501 3.40248 3.24613
N 1.98116 4.21825 2.14868
C 1.58160 3.76840 0.76171
C 2.59147 2.68540 0.05959
C 1.69061 1.61072 -0.85120
N 1.65629 1.95425 -2.32334
C 0.92428 3.24449 -2.61518
C -0.55398 3.38198 -1.91987
C -0.92190 4.87093 -1.25642
C -2.33601 5.21379 -0.48951
C -3.43105 3.96847 -0.37989
C -3.08755 2.49737 -1.03400
C -1.67192 2.15791 -1.81504
O -1.35022 0.83898 -2.39170
C 1.90220 4.04961 4.68044
O 2.54428 3.34951 5.61850
O 1.59937 5.50668 4.87402
H -2.09309 -1.14687 6.48373
H -3.27743 -0.40087 5.22108
H -3.13294 -2.27316 5.38389
H -0.74123 -2.35068 4.39507
H -0.40525 -0.50141 4.53605
H -2.95408 0.60117 3.31089
H -2.63492 0.15335 1.50722
H 0.18798 0.80050 2.30972
H -1.03904 1.92833 1.42416
H -0.67481 4.26025 4.20572
H -0.79529 3.94660 2.33798
H 1.64694 2.27381 3.24670
H 1.77563 5.24485 2.23092
H 1.61245 4.74401 0.07489
H 0.49504 3.34560 0.66607
H 3.38507 3.16453 -0.66584
H 3.12577 2.01770 0.88965
H 0.63489 1.38906 -0.37240
H 2.29216 0.58284 -0.76648
H 1.28275 1.17375 -2.91525
H 1.62316 4.14733 -2.33433
H 0.73790 3.25925 -3.79428
H -0.10750 5.74180 -1.31310
H -2.54865 6.27320 -0.01851
H -4.46456 4.10181 0.16407
H -3.87049 1.60310 -0.93986
H -1.37125 0.20710 -1.61368
C 1.14447 -1.29914 -6.94402
C 1.75888 -2.06952 -5.78893
C 0.77843 -2.86400 -4.97829
O 1.36589 -2.87155 -3.69020
C 2.11793 -1.73632 -3.60536
O 2.57563 -1.28730 -2.56757
O 2.29288 -1.16435 -4.83224
H 0.99752 -0.24268 -6.69611
H 1.81809 -1.33038 -7.80742
H 0.19045 -1.72725 -7.26585
H 2.57771 -2.70504 -6.14763
H 0.66876 -3.88634 -5.35148
H -0.21225 -2.40361 -4.90342
C 6.10714 -1.51435 4.04659
C 5.89033 -0.11727 3.49308
C 4.45493 0.31374 3.43406
O 4.43648 1.20151 2.33139
C 5.44555 0.80485 1.50316
O 5.58094 1.18097 0.35063
O 6.28621 -0.06958 2.12899
H 6.26394 -2.24819 3.24906
H 7.00785 -1.52794 4.67007
H 5.27563 -1.84319 4.67704
H 6.49611 0.61019 4.04705
H 4.14346 0.83321 4.34489
H 3.75393 -0.50280 3.23188
C -4.15847 -4.19904 -1.62219
C -3.84235 -2.74029 -1.90025
C -2.96246 -2.08723 -0.87608
O -3.37715 -0.73427 -0.91952
C -4.67912 -0.74544 -1.32725
O -5.43416 0.20979 -1.25274
O -5.03117 -1.96476 -1.82957
H -5.15012 -4.32228 -1.17429
H -4.16464 -4.76047 -2.56291
H -3.41220 -4.66775 -0.97381
H -3.42335 -2.62661 -2.90750
H -1.90226 -2.16774 -1.13292
H -3.11213 -2.46187 0.14189
C -5.58937 9.04425 1.60414
C -4.18819 9.48647 1.98670
C -3.60480 10.54528 1.09889
O -2.21536 10.28129 1.16294
C -2.09027 8.94797 1.42395
O -1.05185 8.31735 1.31391
O -3.27798 8.40724 1.82391
H -5.58042 8.10311 1.04437
H -6.18010 8.86769 2.50971
H -6.11759 9.80333 1.01952
H -4.16054 9.79700 3.03829
H -3.81700 11.55339 1.46652
H -3.92233 10.47286 0.05345
C -0.50669 -3.54004 8.25165
C -1.41257 -4.56221 7.58850
C -1.84770 -5.68346 8.48464
O -2.01865 -6.76107 7.58248
C -1.17452 -6.52337 6.53727
O -0.87518 -7.34852 5.69014
O -0.70516 -5.24190 6.56024
H 0.54643 -3.70717 8.00230
H -0.76054 -2.53601 7.89431
H -0.61977 -3.53132 9.33984
H -2.27787 -4.06555 7.13284
H -2.79007 -5.46140 8.99366
H -1.09936 -5.97236 9.22998
C 6.71989 0.75389 -6.34192
C 5.81401 -0.26828 -7.00507
C 5.37888 -1.38953 -6.10893
O 5.20793 -2.46714 -7.01109
C 6.05206 -2.22944 -8.05630
O 6.35140 -3.05459 -8.90343
O 6.52142 -0.94797 -8.03333
H 7.77301 0.58676 -6.59126
H 6.46604 1.75792 -6.69926
H 6.60681 0.76261 -5.25373
H 4.94871 0.22838 -7.46072
H 4.43651 -1.16747 -5.59991
H 6.12722 -1.67843 -5.36359
C -2.93498 -8.59112 -2.33874
C -3.02368 -8.11199 -3.77672
C -1.77049 -8.30791 -4.57718
O -1.82092 -7.24333 -5.50910
C -2.53830 -6.24689 -4.91413
O -2.58680 -5.09626 -5.31639
O -3.19590 -6.70164 -3.80789
H -2.75648 -7.76342 -1.64434
H -3.88466 -9.05125 -2.04448
H -2.15620 -9.34729 -2.20194
H -3.88525 -8.56944 -4.27820
H -1.76159 -9.26916 -5.09908
H -0.85001 -8.21141 -3.99201
*
```

The LUMO energy comes out at 1.4 eV. The calculation puts the HOMO energy at -4.0 eV. For the HOMO-LUMO gap, the calculation gives 5.390 eV.

---

The following is a quantum chemistry calculation of a 3-piece molecular cluster, C42H43BClFIN4O11S overall, from the Open Molecules 2025 dataset.

Structure (ORCA input):
```
! RIJCOSX wB97M-V def2-TZVPD def2/J DEFGRID3
* xyz 1 1
C -1.25460 2.54356 0.43317
C -1.54348 2.18405 -1.01586
O -0.33677 2.18273 -1.78245
C -0.59822 2.16184 -3.17004
C -0.65931 3.56291 -3.75153
O 0.64760 3.98747 -4.19980
C 0.87288 5.36309 -4.24621
O -0.30050 6.06220 -4.48173
N -0.81555 5.87675 -5.87814
O -1.95077 5.98905 -5.86939
C 1.47155 5.82811 -2.88787
I 1.26823 7.92534 -2.51643
C 2.96343 5.43234 -2.71084
S 3.29882 3.93883 -1.73925
O 4.71318 3.75555 -1.73470
O 2.53204 4.04544 -0.54866
F 2.70944 2.84021 -2.65371
N 3.74152 5.35112 -3.94345
C 3.00858 4.90222 -5.05928
N 3.52393 3.94051 -5.72779
B 4.89005 3.38665 -5.19056
C 6.20349 4.06225 -5.68182
O 4.75882 2.33752 -4.36810
C 2.88948 3.38585 -6.93998
Cl 2.96494 1.62356 -6.80789
C 3.58103 3.86772 -8.21766
C 2.60642 4.00553 -9.39380
N 1.80107 5.51747 -5.39670
C 2.03778 6.92076 -5.84234
C 2.10361 7.03020 -7.36706
H -2.06600 3.15491 0.83273
H -0.34256 3.12602 0.51473
H -1.18720 1.66114 1.06837
H -2.25528 2.90061 -1.44577
H -2.00125 1.19024 -1.07315
H -1.56078 1.67200 -3.34356
H 0.20701 1.60173 -3.64818
H -1.04806 4.23752 -2.98327
H -1.32990 3.59274 -4.61362
H 0.89835 5.37219 -2.08063
H 3.45038 6.15899 -2.05978
H 4.26981 6.19195 -4.13780
H 6.05513 5.12043 -5.91305
H 6.99451 3.98613 -4.93585
H 6.53289 3.58997 -6.61226
H 5.53285 2.18500 -3.81549
H 1.84227 3.67562 -6.93120
H 4.05367 4.83052 -8.00171
H 4.38867 3.18099 -8.47182
H 2.35409 5.04676 -9.59071
H 3.06645 3.62773 -10.30680
H 1.69149 3.43283 -9.24056
H 1.22884 7.53699 -5.46675
H 2.96058 7.32094 -5.41374
H 3.13138 7.02927 -7.73543
H 1.54840 6.21578 -7.83072
H 1.66066 7.97132 -7.69111
C -2.47371 -4.41477 2.10635
C -2.26213 -3.33675 1.25486
C -2.71786 -2.07742 1.60408
C -3.39677 -1.88972 2.80154
C -3.62547 -2.97585 3.64978
C -3.15218 -4.23534 3.29972
C -4.38727 -2.80858 4.92365
O -4.58768 -3.74218 5.67308
C -4.90364 -1.44757 5.24732
C -5.65613 -1.27293 6.40196
C -6.13673 -0.01691 6.73060
C -5.86269 1.07219 5.91100
C -5.11665 0.90370 4.75711
C -4.64003 -0.35620 4.41714
C -3.86225 -0.51851 3.15738
O -3.61717 0.43158 2.44277
H -2.10909 -5.39766 1.83812
H -1.73861 -3.48128 0.31901
H -2.55632 -1.22770 0.95530
H -3.31790 -5.06954 3.96114
H -5.85868 -2.12778 7.03177
H -6.72577 0.11609 7.62811
H -6.23521 2.05341 6.17327
H -4.89866 1.74040 4.10829
C -3.34558 -6.58993 5.86806
C -3.13611 -6.13952 7.16598
C -2.06286 -6.61486 7.89959
C -1.19663 -7.54801 7.34086
C -1.41537 -8.01001 6.04212
C -2.48948 -7.52191 5.30757
C -0.52415 -9.03321 5.42443
O -0.70726 -9.42276 4.29047
C 0.59831 -9.56265 6.25155
C 1.41513 -10.55383 5.72172
C 2.46955 -11.05168 6.46772
C 2.71755 -10.55706 7.74356
C 1.90512 -9.57160 8.27774
C 0.83927 -9.07543 7.53764
C -0.03756 -8.03179 8.14548
O 0.18358 -7.59486 9.25399
H -4.18504 -6.21408 5.30349
H -3.81224 -5.41512 7.59797
H -1.88290 -6.27199 8.90908
H -2.64089 -7.88417 4.29931
H 1.21140 -10.92615 4.72740
H 3.10174 -11.82710 6.05587
H 3.54524 -10.94465 8.32255
H 2.08272 -9.17949 9.26946
*
```

The LUMO energy comes out at -3.7 eV. The calculation puts the HOMO energy at -10.5 eV. For the HOMO-LUMO gap, the calculation gives 6.792 eV.

---

The following is a quantum chemistry calculation of a 3-piece molecular cluster, C4H11NO2 overall at a distorted geometry, from the Open Molecules 2025 dataset.

Structure (ORCA input):
```
! RIJCOSX wB97M-V def2-TZVPD def2/J DEFGRID3
* xyz 1 2
C -0.10968 2.58893 -2.41022
C -1.41933 2.82916 -1.73165
C -1.77943 4.09984 -1.24124
C -3.18668 1.33781 -1.33801
N -1.98953 1.73689 -1.21732
H -0.26123 1.74129 -3.07768
H 0.22487 3.47565 -2.94560
H 0.57508 2.31231 -1.61224
H -2.71928 4.33330 -0.74872
H -1.07854 4.92551 -1.31238
H -3.54630 0.39300 -0.93733
H -3.96254 1.99576 -1.76104
H 2.75511 -4.62141 4.90731
H 1.35959 -5.15776 4.50228
O 2.15856 -5.37015 4.99045
H 3.84128 -5.01474 2.26478
H 4.66216 -5.86623 1.36365
O 4.47590 -5.73915 2.30494
*
```

The LUMO energy (alpha / beta) comes out at -5.2 / -8.2 eV. The calculation puts the HOMO energy (alpha / beta) at -12.8 / -12.8 eV. For the HOMO-LUMO gap (alpha / beta), the calculation gives 7.563 / 4.597 eV. Its expectation value of S² is 0.76. For the energy above the lowest of the compared OMol25 structures with the same formula, charge and spin, the calculation gives 1.930 eV.

---

The following is a quantum chemistry calculation of an isolated ion of composition C4H8IN2 and charge +1 at a distorted geometry, from the Open Molecules 2025 dataset.

Structure (ORCA input):
```
! RIJCOSX wB97M-V def2-TZVPD def2/J DEFGRID3
* xyz 1 1
C 0.45529 2.11934 -0.35162
C -0.59667 0.66226 1.15228
C 0.83808 0.09673 -0.95977
C -0.75075 -1.60765 -0.19863
N -0.21310 1.90997 0.64253
N 0.18352 -0.50494 0.20386
I 2.78361 -0.43598 -1.05665
H 0.80492 3.03282 -0.82931
H -0.03981 0.47854 2.04450
H -1.73754 0.49212 1.26039
H 0.22568 -0.11579 -1.81382
H -1.58934 -1.03727 -0.82036
H -0.22684 -2.34964 -0.74948
H -1.14726 -2.13188 0.65345
H 1.01022 -0.60862 0.82263
*
```

The LUMO energy comes out at -3.4 eV. The calculation puts the HOMO energy at -13.1 eV. For the HOMO-LUMO gap, the calculation gives 9.645 eV. For the energy above the lowest of the compared OMol25 structures with the same formula, charge and spin, the calculation gives 3.878 eV.

---

The following is a quantum chemistry calculation of one molecule with the formula C6H12O at a distorted geometry, from the Open Molecules 2025 dataset.

Structure (ORCA input):
```
! RIJCOSX wB97M-V def2-TZVPD def2/J DEFGRID3
* xyz 0 1
O 0.78554 -2.42815 0.92760
C -0.37851 -2.16452 1.10850
C -0.86224 -0.76940 1.37886
C -0.73258 0.12655 0.11389
C 0.41446 1.11179 0.19580
C 0.38218 2.15983 -0.93685
C 0.45470 1.51922 -2.34458
H -1.11341 -2.98430 1.04300
H -1.92099 -0.80303 1.66648
H -0.32962 -0.35926 2.23775
H -1.66324 0.67963 -0.00697
H -0.64476 -0.53833 -0.74156
H 1.39325 0.63280 0.10782
H 0.40191 1.65440 1.14615
H 1.26735 2.79386 -0.83575
H -0.50437 2.79715 -0.86885
H 0.57013 2.30397 -3.08500
H 1.22757 0.76004 -2.37105
H -0.51118 1.05581 -2.56497
*
```

The LUMO energy comes out at 1.0 eV. The calculation puts the HOMO energy at -9.8 eV. For the HOMO-LUMO gap, the calculation gives 10.763 eV. For the energy above the lowest of the compared OMol25 structures with the same formula, charge and spin, the calculation gives 0.711 eV. The structure (SMILES) is CCCCCC=O.